Molecular formula: C23H20Cl2N8O2Pd
Method: DFT, wB97M-V/def2-TZVPD

Geometry as XYZ:
```
56
Properties=species:S:1:pos:R:3:mulliken_charge:R:1
Pd -0.047 0.426 0.217 -0.248
Cl -3.817 1.282 6.550 -0.291
Cl -4.203 4.279 5.319 -0.289
O -0.352 -1.304 4.274 -0.883
O 0.239 2.948 -0.338 -0.724
N -2.566 1.035 0.442 0.177
N -0.600 -1.290 -1.392 -0.391
N 1.642 -0.740 1.419 -0.423
N -0.493 0.419 2.671 0.204
N 0.888 -1.187 -2.959 0.635
N 0.348 0.052 -2.896 -1.039
N -0.527 0.011 -1.921 0.287
N -0.746 3.119 1.752 -0.781
C -2.962 1.825 5.105 0.102
C 0.311 -1.966 -2.049 -0.055
C -1.359 1.279 3.336 0.014
C 0.919 -1.438 2.305 0.311
C -3.703 0.564 -0.077 -0.558
C 2.041 -3.476 1.746 -0.437
C 3.170 -1.260 -4.039 0.886
C 1.669 -1.504 -4.151 -1.342
C -1.515 2.610 2.785 0.332
C -2.408 3.468 3.446 -0.462
C -3.736 2.244 -1.757 -0.291
C -4.329 1.120 -1.183 -0.495
C -0.082 -0.700 3.195 0.518
C 3.825 -2.246 -3.081 -1.214
C -3.122 3.093 4.585 0.170
C 2.835 -2.748 0.867 -0.485
C 1.090 -2.806 2.490 -0.363
C -0.688 2.678 0.484 0.496
C -2.081 0.936 4.484 -0.729
C 2.593 -1.385 0.745 -0.392
C -1.979 2.098 -0.131 0.799
C -2.561 2.735 -1.228 -1.115
C 3.456 0.188 -3.642 -1.494
H 4.537 0.364 -3.576 0.441
H -2.524 4.470 3.049 0.381
H 3.683 -3.287 -3.410 0.368
H 4.904 -2.060 -2.991 0.417
H 3.567 -1.443 -5.042 0.260
H 1.476 -2.533 -4.431 0.481
H 0.573 -3.006 -1.888 0.420
H 1.264 -0.868 -4.930 0.461
H 3.007 0.422 -2.668 0.246
H 0.478 -3.293 3.238 0.433
H 3.191 -0.767 0.086 0.470
H 3.386 -2.148 -2.089 -0.001
H -4.123 -0.317 0.413 0.347
H 3.033 0.896 -4.367 0.363
H 3.633 -3.221 0.301 0.376
H -4.193 2.728 -2.613 0.364
H -1.935 -0.049 4.902 0.603
H -2.052 3.594 -1.656 0.392
H -5.249 0.697 -1.572 0.362
H 2.194 -4.541 1.875 0.390
```

E_HOMO: -0.1636 eV
Largest force on an atom: 1.30 eV/A
HOMO-LUMO gap: 4.3 eV
Net charge: -2